Record 1
A 6-piece molecular cluster, C17H32ClIO9S overall, computed with ωB97M-V with the def2-TZVPD basis set.

Structure (XYZ):
```
61
Properties=species:S:1:pos:R:3:forces:R:3:mulliken_charge:R:1
O -2.3475 0.2454 5.2320 -1.739 -7.582 -4.860 -0.4721
C -2.6080 -0.8556 4.5170 0.922 6.510 2.773 0.1804
I -2.2337 -2.9120 5.2980 -0.368 1.749 -0.698 0.0871
C -3.2536 -0.7920 3.0041 0.277 -1.615 -0.341 -0.0860
O -2.8574 0.3885 2.2166 0.206 -1.250 -0.879 -0.2837
S -2.9234 -0.1630 0.5849 -2.193 3.546 -2.171 0.6061
O -3.2365 1.0793 -0.2996 2.030 -4.263 3.579 -0.4874
O -1.3498 -0.7340 0.2628 -0.277 1.104 0.368 -0.1666
Cl -1.2947 -2.4104 0.1002 -0.191 0.128 0.101 0.0646
H -4.4229 -0.8474 2.9876 2.180 0.011 0.605 0.2898
H -2.8373 -1.7373 2.4194 -0.962 1.647 1.608 0.2340
C -0.3470 1.7480 -1.4467 -0.280 0.108 -0.548 -0.8196
C 0.6909 2.3021 -2.3858 -0.316 0.404 -1.106 0.6613
O 0.3945 2.6646 -3.5231 0.409 -0.343 1.342 -0.5529
C 2.1054 2.3955 -1.8794 0.023 0.211 -0.609 -0.9759
H -1.3213 1.7398 -1.9469 0.233 -0.003 0.167 0.3157
H -0.0876 0.7233 -1.1691 0.046 0.194 0.166 0.1588
H -0.4164 2.3777 -0.5561 0.074 -0.206 0.073 0.3683
H 2.4740 1.3995 -1.6211 0.015 0.158 0.205 0.2327
H 2.1454 3.0540 -1.0081 0.050 -0.234 0.081 0.3067
H 2.7449 2.8133 -2.6642 -0.148 -0.145 0.248 0.2877
C -1.0164 1.8900 -6.0950 -0.384 -0.285 -0.078 -0.8403
C -2.0234 2.3259 -7.1255 -1.001 -1.202 -0.359 0.7618
O -2.9213 1.5729 -7.4993 1.000 0.969 0.376 -0.5829
C -1.8894 3.7185 -7.6809 -0.417 0.032 -0.328 -1.0507
H -1.2364 0.8631 -5.7843 0.016 0.225 -0.086 0.2891
H -0.0110 1.9184 -6.5227 0.004 0.212 0.194 0.3080
H -1.0758 2.5408 -5.2189 0.278 -0.044 -0.179 0.2399
H -0.9229 3.8282 -8.1794 0.017 0.120 0.205 0.3062
H -1.9876 4.4507 -6.8756 0.235 -0.010 -0.058 0.2982
H -2.6838 3.8948 -8.4140 0.165 -0.066 0.164 0.2996
C 6.9747 2.8447 -0.0511 -0.185 -0.460 0.075 -1.1069
C 5.9677 3.2806 -1.0816 -1.171 -1.003 -0.485 0.7922
O 5.0698 2.5276 -1.4554 1.238 0.955 0.489 -0.4978
C 6.1017 4.6732 -1.6370 -0.404 -0.027 -0.315 -1.0537
H 6.7547 1.8179 0.2596 0.028 0.237 -0.087 0.2815
H 7.9800 2.8731 -0.4789 -0.014 0.179 0.149 0.3341
H 6.9153 3.4955 0.8250 0.199 0.052 -0.109 0.3317
H 7.0682 4.7829 -2.1355 0.012 0.123 0.196 0.3295
H 6.0034 5.4054 -0.8317 0.224 -0.001 -0.061 0.3255
H 5.3073 4.8495 -2.3701 0.175 -0.062 0.171 0.2591
C -4.6945 -4.0992 9.4940 0.455 -0.115 -0.179 -1.0340
C -5.3560 -3.9700 8.1479 0.818 -0.239 -1.330 0.7871
O -4.7263 -4.1511 7.1070 -0.843 0.158 1.334 -0.5138
C -6.8176 -3.6106 8.1248 -0.045 0.012 -0.510 -1.0656
H -3.6404 -4.3623 9.3564 -0.244 0.064 0.007 0.2704
H -4.7508 -3.1475 10.0284 -0.145 -0.144 0.101 0.3199
H -5.1797 -4.8897 10.0721 -0.064 0.200 0.095 0.3216
H -6.9683 -2.6372 8.5982 -0.083 -0.158 0.147 0.3244
H -7.3974 -4.3793 8.6419 0.004 0.185 0.137 0.3264
H -7.1605 -3.5522 7.0862 0.104 -0.022 0.234 0.2801
C 3.1357 -4.9932 -1.4715 -0.271 -0.265 0.334 -1.1214
C 2.4876 -3.6570 -1.2252 -1.151 0.184 1.087 0.7836
O 1.5987 -3.5236 -0.3857 1.150 -0.198 -1.068 -0.5272
C 2.9694 -2.4905 -2.0456 -0.307 0.328 0.213 -0.8058
H 2.6883 -5.7412 -0.8085 0.088 0.191 -0.140 0.2928
H 2.9711 -5.3006 -2.5073 0.226 0.060 0.016 0.3260
H 4.2059 -4.9321 -1.2582 -0.023 -0.012 -0.231 0.3282
H 2.7972 -2.6864 -3.1069 0.226 -0.013 0.033 0.3371
H 4.0321 -2.3178 -1.8578 -0.018 -0.076 -0.214 0.3274
H 2.4124 -1.5916 -1.7603 0.117 -0.215 -0.047 0.0698
```
Positions in Å, forces in eV/Å.

Results
* spin multiplicity: 1
* orbital gap: 0.303 Eh
* HOMO: -0.32986 Eh
* LUMO: -0.74 eV

Record 2
C24H32ILiN4 as an isolated structure, computed with ωB97M-V with the def2-TZVPD basis set.

Structure (XYZ):
```
62
Properties=species:S:1:pos:R:3:forces:R:3:mulliken_charge:R:1
Li -0.3744 -0.7393 0.0543 -0.224 -0.169 0.563 1.0540
C -1.2646 1.6753 2.5740 -0.076 0.024 -0.227 -1.3268
C -1.0216 2.4256 1.2595 -0.138 -0.046 0.099 0.8370
C -1.9197 3.6605 1.1842 0.147 -0.193 -0.166 -1.7746
C 0.4527 2.7490 1.1908 -0.076 -0.081 -0.103 0.8495
C 0.9624 3.8143 1.9146 0.040 0.032 -0.030 -0.3741
C 2.3208 4.0594 1.9512 0.035 0.082 0.121 -1.4636
C 3.1829 3.2125 1.2858 0.036 0.074 -0.087 -0.3054
C 2.7130 2.1375 0.5439 -0.156 -0.150 -0.107 0.8732
C 3.6986 1.1434 -0.0318 0.108 -0.059 0.028 0.9742
C 4.9729 1.8014 -0.5644 -0.205 -0.108 0.008 -1.7972
C 4.0175 0.1241 1.0696 -0.079 -0.026 -0.295 -1.3245
C 1.3265 1.9108 0.4811 0.327 0.667 0.363 -1.1444
N 0.7812 0.8298 -0.2119 -0.190 -0.584 -0.230 -0.2294
C 0.9611 0.7304 -1.4925 0.170 0.547 0.181 0.0194
C 0.3883 -0.2888 -2.2628 -0.112 -0.337 -0.929 0.3280
C 0.5942 -0.5626 -3.6265 0.184 0.327 0.315 -1.7174
C -0.2378 -1.6180 -3.9363 -0.099 -0.193 -0.210 -0.5127
C -0.9344 -1.9414 -2.7596 0.004 -0.115 -0.085 -0.2585
N -0.5522 -1.1538 -1.7531 -0.151 -0.074 0.223 -0.3575
C -2.0556 -2.9408 -2.6062 -0.131 -0.089 0.055 2.4823
C -1.9601 -4.0390 -3.6693 0.028 0.185 0.172 -2.0743
C -2.0116 -3.5800 -1.2160 0.026 0.172 -0.229 -1.3847
C -3.3908 -2.1983 -2.7774 0.156 -0.111 0.024 -1.6799
H -2.3010 1.3452 2.6443 -0.100 -0.081 0.083 0.4243
H -1.0512 2.3298 3.4176 0.007 0.037 0.096 0.3657
H -0.6065 0.8125 2.6403 -0.003 -0.068 0.094 0.2538
H -1.2694 1.7558 0.4263 0.034 0.205 0.110 0.2478
H -1.8149 4.2598 2.0850 -0.078 0.131 0.077 0.3120
H -2.9654 3.3704 1.0848 -0.052 -0.013 0.062 0.4487
H -1.6555 4.2767 0.3278 -0.014 0.095 -0.072 0.4083
H 0.2968 4.4614 2.4648 -0.111 0.073 0.041 0.2899
H 2.7069 4.8947 2.5179 0.034 0.054 0.026 0.3929
H 4.2450 3.3953 1.3467 0.114 -0.010 -0.007 0.2566
H 3.2331 0.6003 -0.8576 0.102 0.087 0.123 0.2542
H 5.6203 2.1228 0.2485 0.098 0.064 0.051 0.3243
H 4.7293 2.6691 -1.1743 0.046 0.075 -0.077 0.4090
H 5.5321 1.0970 -1.1770 0.075 -0.061 -0.009 0.4565
H 4.4061 0.6296 1.9520 0.055 0.033 0.075 0.3242
H 4.7533 -0.6014 0.7245 0.044 -0.092 0.015 0.4218
H 3.1054 -0.4040 1.3493 0.009 -0.079 0.088 0.2196
H 1.5293 1.4941 -2.0364 0.077 -0.075 0.103 0.4797
H 1.2874 -0.0599 -4.2764 0.086 0.117 -0.124 0.4380
H -0.3291 -2.0893 -4.8966 -0.064 -0.121 -0.138 0.4380
H -0.9877 -4.5244 -3.6303 0.094 -0.083 -0.025 0.4209
H -2.1009 -3.6262 -4.6643 0.005 0.016 -0.158 0.3917
H -2.7305 -4.7901 -3.5026 -0.085 -0.070 0.005 0.4380
H -1.1037 -4.1665 -1.0994 0.119 -0.080 0.088 0.3817
H -2.8708 -4.2315 -1.0665 -0.102 -0.087 0.017 0.4885
H -2.0123 -2.8046 -0.4549 -0.015 -0.039 0.108 -0.0384
H -3.4514 -1.7562 -3.7692 -0.024 0.090 -0.087 0.4086
H -3.4780 -1.3985 -2.0432 -0.023 0.083 0.063 0.3076
H -4.2277 -2.8852 -2.6558 -0.118 -0.070 0.025 0.4086
I -1.2544 -2.5656 5.8790 -0.086 0.073 -0.480 0.1232
C -1.6302 -2.1320 3.8759 -0.101 -0.117 0.528 -0.4716
C -2.8636 -1.9930 3.2763 0.354 -0.078 0.281 -0.3648
N -2.6202 -1.6787 1.9934 -0.210 0.014 0.114 0.0470
N -1.3171 -1.6091 1.7346 0.479 0.254 -0.873 -0.0906
C -0.6949 -1.8871 2.8607 -0.244 -0.092 0.328 -0.4938
H -3.8473 -2.1112 3.6821 -0.225 0.030 -0.014 0.4888
H -3.2882 -1.5117 1.2586 0.055 -0.024 0.003 0.1494
H 0.3776 -1.9004 2.9128 0.143 0.033 0.009 0.5472
```
Positions in Å, forces in eV/Å.

Results
* spin multiplicity: 1
* orbital gap: 0.263 Eh
* HOMO: -0.25860 Eh
* LUMO: 0.12 eV

Record 3
A single C6H9N molecule, computed with ωB97M-V with the def2-TZVPD basis set.

Structure (XYZ):
```
16
Properties=species:S:1:pos:R:3:forces:R:3:mulliken_charge:R:1
C -0.2905 0.2132 1.4896 0.207 0.246 0.155 -0.8219
C 0.1503 0.5479 0.2682 -0.401 0.801 0.458 0.5639
C 1.4017 1.3549 0.1120 -0.016 0.351 0.035 -1.4805
C -0.6991 0.2066 -0.9371 0.098 -0.072 0.016 -0.3312
C -1.1443 -1.2262 -0.6405 0.471 -0.400 -0.163 -0.6727
C 0.1810 -1.8131 -0.2349 -0.091 -1.508 -0.222 0.3540
N 1.2433 -2.2667 -0.1404 -1.138 0.393 -0.023 -0.4735
H -0.0150 0.8154 2.3373 0.906 -0.255 0.349 0.3404
H -0.8610 -0.6703 1.7562 -0.680 0.560 -0.324 0.2442
H 1.8507 1.2393 -0.8792 -0.209 0.023 0.091 0.3598
H 2.1463 1.0312 0.8447 -0.163 0.150 -0.097 0.3513
H 1.1730 2.4047 0.2750 0.231 0.334 -0.074 0.3539
H -0.1969 0.2610 -1.9088 0.229 -0.020 0.329 0.3040
H -1.5025 0.9557 -0.9457 -0.081 -0.442 -0.165 0.2742
H -1.4614 -1.8312 -1.4830 -0.214 0.233 -0.342 0.3755
H -1.9754 -1.2224 0.0866 0.850 -0.395 -0.021 0.2587
```
Positions in Å, forces in eV/Å.

Results
* spin multiplicity: 1
* SMILES string: C=C(C)CCC#N
* orbital gap: 0.355 Eh
* HOMO: -0.32715 Eh
* LUMO: 0.76 eV

Record 4
An isolated ion of composition C4H6N3O2 and charge +1, computed with ωB97M-V with the def2-TZVPD basis set.

Structure (XYZ):
```
15
Properties=species:S:1:pos:R:3:forces:R:3:mulliken_charge:R:1
C 0.6694 -2.4036 1.1693 -0.673 -1.020 2.565 0.0140
C 0.3807 0.7057 -0.2946 1.126 -0.707 0.597 0.7382
C 0.2302 1.6000 -1.3459 1.371 -1.742 0.926 -0.6677
C 1.0029 -0.9233 1.5666 3.932 -1.679 -1.833 -0.3661
N -0.0878 -2.9619 0.3287 0.794 1.283 0.389 -0.4834
N -0.9692 2.1143 -1.5568 -3.082 -0.219 1.389 0.7556
N 0.6334 -0.0212 0.5962 -1.041 2.473 -1.944 0.0171
O -1.9775 1.6993 -0.7803 -1.110 -1.143 1.779 -0.4370
O -1.3209 2.9448 -2.3654 0.688 2.999 -3.488 -0.5674
H 0.9148 -3.0279 2.0571 0.635 0.173 -0.753 0.3195
H 0.8298 1.7593 -2.2076 1.386 -0.168 -0.141 0.4186
H 0.6842 -0.7306 2.5351 -1.328 0.632 1.622 0.3579
H 2.1899 -0.7593 1.6790 -2.368 -0.738 -0.407 0.3175
H -2.7177 2.2525 -1.1044 0.047 -0.301 0.312 0.3728
H -0.4621 -2.2482 -0.2770 -0.376 0.158 -1.013 0.2103
```
Positions in Å, forces in eV/Å.

Results
* spin multiplicity: 3
* charge: +1
* expectation value of S²: 2.0142
* orbital gap (alpha / beta): 0.271 / 0.227 Eh
* HOMO (alpha / beta): -0.44626 / -0.53590 Eh
* LUMO (alpha / beta): -4.76 / -8.40 eV